# 1
61
Properties=species:S:1:pos:R:3:forces:R:3:mulliken_spin:R:1 method="wB97M-V/def2-TZVPD" s_squared=6.043 gap_ev="7.2 / 4.4" total_energy_ev=-49568.009 total_charge=+3 mol_weight_g_mol=580.5 spin_multiplicity=5 relative_energy_kcal_mol=45.03
H -1.86920 -3.05660 -1.51791 -0.2274 -0.1939 0.2491 0.00
H -1.46497 2.57402 4.70625 0.0356 -0.1646 -0.0829 0.00
C 1.41308 -3.00625 -0.24418 -0.6145 0.4015 0.7651 0.06
H -0.91837 4.94059 1.16099 0.0510 -0.1025 0.0829 0.00
O -0.23243 2.45020 0.69255 0.6882 -3.3950 -0.9954 0.13
H -2.88548 -1.37149 1.90758 0.0975 -0.0344 0.1010 0.00
H -0.00231 -4.19047 0.90605 0.1877 0.3116 0.0192 0.00
C -0.87820 2.92022 1.89148 -0.9964 0.4255 1.1058 0.02
C -1.21966 1.65125 4.16866 -0.2685 0.0412 -0.0060 0.00
B -0.05049 1.04778 0.92576 -0.3295 3.6604 3.3158 -0.14
O -0.07668 -1.84639 -4.33964 1.3531 -0.3340 0.3761 0.40
H -1.30449 -1.13594 2.71453 -0.2174 -0.1740 -0.0402 0.00
H -2.15903 1.19057 3.84409 0.1857 0.0565 0.0623 0.00
H -2.72217 3.31887 0.80034 0.2251 -0.3091 0.4660 0.00
H -1.07855 4.79385 2.90814 0.0740 0.0216 0.0168 0.00
O -0.03634 0.74019 2.30096 0.1967 -0.9783 -3.1690 0.08
H 1.47545 1.69673 4.18383 0.0821 0.0191 0.0593 0.00
H -0.95710 -1.48544 -3.70445 -1.1174 0.6826 0.8594 -0.02
H 0.63225 1.74683 -4.34766 0.0165 0.0530 0.0649 0.01
C 2.20038 1.96044 -1.66153 0.7145 -0.3924 0.4573 0.07
C -2.39977 2.77539 1.71047 -0.2591 0.2346 0.1079 0.00
H 2.86742 2.25295 -2.49036 -0.2744 -0.1511 0.1926 0.01
H 0.51316 4.56112 2.15509 -0.1736 0.0888 -0.0724 0.00
C 3.13600 -2.73785 -2.35702 -0.3561 0.4919 -0.5598 0.10
C -2.19431 -3.09922 -0.47074 0.1260 0.1863 -0.3708 0.02
O -1.72393 -1.09539 -2.77033 1.2586 -0.2128 -0.2288 0.07
H -2.73671 1.72833 1.63467 0.1742 0.2168 -0.0206 0.01
H -3.20309 -2.67706 -0.39657 0.1424 -0.1369 -0.0929 0.00
H -2.92864 3.23462 2.57301 0.3337 -0.3229 -0.5368 0.00
H 0.85746 3.35013 4.20595 -0.0085 -0.0132 -0.0353 0.00
H -2.60567 -0.94933 -3.11838 -0.4606 0.1868 0.0200 0.00
H -0.70850 0.98474 4.87044 -0.1301 0.0834 -0.0833 0.00
C 1.02850 2.47971 3.57436 0.1241 -0.2849 -0.1943 0.01
C 2.14706 -1.77328 -2.14134 -0.0081 -0.9632 1.4986 -0.05
P -1.08365 -2.04649 0.50707 -1.7953 -3.7677 1.4743 0.06
H -0.00271 -1.77327 -5.29862 -0.3076 0.1425 -0.4392 -0.01
H 1.72522 2.74964 2.78214 0.0808 0.0304 -0.0194 0.00
H 0.97154 -1.21766 -3.76655 -1.5125 -0.7502 -1.1847 0.09
H 0.76925 -2.88061 1.83219 0.0487 -0.0767 -0.1629 0.01
H -2.03606 -2.77970 2.61649 0.0868 0.1072 -0.3403 0.01
C -1.90437 -1.81715 2.10018 0.0853 0.5704 0.2881 0.05
H 1.64976 2.84119 -1.29589 -0.1005 -0.3906 -0.2048 0.00
C 2.37307 -3.98567 -0.45468 0.5454 -0.1929 -0.7130 0.11
H 3.74773 -2.57995 -3.22779 0.3235 -0.3173 -0.1666 0.00
P 1.02012 0.68329 -2.22066 0.8971 2.4052 -2.9963 0.07
C 0.36147 -3.15169 0.84785 0.5328 0.2864 -0.2112 0.03
C 0.02360 1.56039 -3.45967 -0.4441 -0.3924 0.3046 0.03
C 1.79747 -0.73197 -3.07011 1.7737 1.2263 1.7947 0.23
H -0.83049 0.91655 -3.68895 0.0983 0.2825 -0.1746 0.01
H 3.99556 -4.59526 -1.71931 0.3435 -0.2480 -0.1018 0.00
H 2.62148 -0.39476 -3.67693 0.2474 -0.1743 -0.7072 -0.01
Os -0.07212 -0.33983 -0.55044 -0.4279 0.4830 0.2844 2.41
C -0.55952 4.39356 2.03626 0.2962 -0.0052 0.1780 0.01
H 2.80158 1.57213 -0.82628 -0.0054 0.1852 -0.2822 0.00
C 3.25480 -3.84501 -1.53174 -0.5083 0.0988 0.8575 -0.02
N 1.36841 -1.89513 -0.98966 -0.3332 -0.1154 -1.0294 0.08
H -1.49593 -0.15651 -1.34635 -0.3733 -0.2258 0.0276 0.05
H -2.18302 -4.13091 -0.08470 -0.0125 0.4207 -0.0314 0.00
C -0.28743 1.96287 3.01502 -0.4179 1.6660 0.5489 0.00
H -0.32922 2.50245 -3.02326 0.1100 -0.1708 -0.1250 0.00
H 2.38882 -4.83433 0.21922 0.1440 -0.0758 -0.1997 0.00

***

# 2
61
Properties=species:S:1:pos:R:3:forces:R:3:nbo_charge:R:1 method="wB97M-V/def2-TZVPD" s_squared=0.897 gap_ev="4.8 / 5.9" total_energy_ev=-72789.039 total_charge=+3 mol_weight_g_mol=441.2 spin_multiplicity=2 relative_energy_kcal_mol=25.68
H -0.29486 2.69499 4.78096 -0.0578 -0.0408 -0.3737 0.25
H -2.27655 -0.86041 -3.24773 0.0806 0.1513 0.2479 0.40
H -4.29080 -1.53248 -1.27881 0.2620 0.1321 0.0559 0.31
H -3.10126 0.81907 -3.08011 0.1192 -0.1302 0.3261 0.30
H 2.85037 0.60324 4.03977 -0.3417 0.1239 0.0411 0.23
H -2.75833 -2.45092 -1.03672 -0.4007 0.2955 0.0214 0.27
V -0.21712 -0.43436 -0.55861 1.0761 -1.5440 -4.4770 1.43
H -1.68010 1.69492 -4.97156 0.2931 0.0121 0.1406 0.28
H -1.23835 -2.30865 -2.93745 -1.0796 0.1546 -1.0512 0.48
C -0.79526 1.52043 -4.35819 0.3939 0.1076 0.1321 -0.21
C -3.45688 1.27576 -0.32470 0.3345 0.7124 0.8193 -0.93
C -3.35466 -1.58593 -0.70783 0.6219 -0.3191 0.6208 -0.93
H -1.49992 -1.92425 -4.46937 -0.4367 -0.3805 -0.2565 0.49
H 2.56957 1.33629 -0.98098 0.1578 -0.2123 -0.0887 0.30
C -2.24203 0.24589 -2.70032 0.8145 1.2817 -0.0145 -0.83
C 1.37793 0.94918 -2.72093 0.6218 0.3527 -1.5463 0.22
H 2.93381 -0.41838 1.27023 0.2749 -0.1587 -0.2935 0.31
H 1.16929 -1.74917 -0.62525 0.4800 0.5499 -0.2405 -0.02
H -1.67329 -0.71220 4.23882 -0.0153 0.3197 0.0701 0.22
C -0.59030 2.52979 3.73482 -0.0143 0.2872 -0.2180 -0.64
C 0.81533 0.41742 3.32939 -0.3673 -0.4830 1.9655 0.24
H -3.12461 2.22632 -0.75834 -0.0719 -0.1688 0.1392 0.28
H 3.44228 0.57406 -2.34191 0.0285 -0.1896 0.3746 0.33
C -0.62407 1.03319 3.43211 0.5157 0.6531 1.8730 0.24
H 0.63804 2.35856 -5.76479 -0.0856 -0.2093 0.6368 0.29
H -1.59489 2.95606 3.60268 0.3006 -0.1350 0.0192 0.24
H 1.82598 -1.50595 3.32993 -0.2678 0.1555 0.0831 0.22
H 2.09965 -2.58266 -2.73184 0.1046 -0.0874 -0.1843 0.30
C -0.95083 0.87605 -3.11718 -1.0302 -0.3520 -0.3425 0.28
H 0.68408 -1.28384 4.66250 -0.0282 -0.0504 -0.3494 0.27
B -0.09226 0.48212 1.26207 -0.2526 2.9775 5.6743 0.62
O -1.16118 0.85789 2.11901 1.3263 -1.7202 -3.5738 -0.67
P -2.39226 -0.04953 -0.88387 -3.4124 0.2057 -1.8103 0.98
H 3.40877 -3.11508 -1.65132 0.0366 -0.0402 -0.0838 0.30
H 1.93910 2.14291 4.04835 0.0344 -0.3903 0.0895 0.24
C 2.50488 0.56773 -1.76942 -1.0331 1.1091 -0.1189 -0.75
C 1.57824 1.56170 -3.96721 0.6521 -0.3463 1.2923 -0.20
H 3.71887 -1.80828 -2.84519 0.0210 -0.0610 0.0799 0.30
H -0.58115 -3.16687 -1.50100 0.1319 -0.3941 -0.1533 0.49
O 1.16204 0.66075 1.97081 -1.6845 -1.0313 -3.8285 -0.71
N 0.13233 0.64304 -2.33385 -0.6432 -0.9454 2.1248 -0.61
O -0.29821 -2.41780 -2.04263 0.5877 1.6578 2.9393 -1.04
H 3.35706 -2.12324 0.92336 0.0891 0.1855 -0.1213 0.30
H -3.57121 -1.70043 0.36326 -0.1547 -0.0691 -0.2357 0.28
H 1.60004 0.87685 5.26858 0.1084 0.1397 -0.2799 0.25
H -3.36917 1.32962 0.76532 -0.2382 0.1277 -0.0980 0.29
C 1.86441 1.05999 4.21684 0.1388 0.3539 0.1521 -0.64
C 3.38527 -1.09776 0.52806 -0.1205 0.1123 0.2884 -0.97
P 2.41562 -1.07322 -0.97584 2.3245 -0.9225 -0.0912 1.29
H -4.49506 1.07797 -0.61861 0.2676 -0.1498 -0.0347 0.30
H 0.06924 -1.64600 3.02837 0.0662 0.1307 0.0791 0.20
H 4.42579 -0.81453 0.31276 -0.2544 -0.0503 0.0026 0.31
C 0.83898 -1.09521 3.59218 0.1318 -0.0232 -0.0381 -0.64
C 0.48368 1.88609 -4.78096 -0.6295 -0.3018 -0.0829 -0.06
H -2.53977 0.84063 4.40864 0.3175 -0.1262 -0.0142 0.25
C 2.98289 -2.26003 -2.17821 -0.2668 -0.2042 -0.0426 -0.95
H -1.14939 0.48839 5.44960 -0.1028 -0.0639 -0.2916 0.25
C -1.55055 0.36232 4.43348 -0.0898 -0.3469 0.0867 -0.64
H 0.11202 3.06145 3.07510 -0.2367 -0.0849 0.2085 0.22
H 2.60309 1.80039 -4.25663 -0.3461 -0.0271 -0.0845 0.27
O -2.02433 -2.09387 -3.66966 0.9488 -0.5291 -0.1647 -0.89

***

# 3
59
Properties=species:S:1:pos:R:3:forces:R:3:nbo_charge:R:1 method="wB97M-V/def2-TZVPD" gap_ev=8.3 total_energy_ev=-72753.645 mol_weight_g_mol=423.3 relative_energy_kcal_mol=45.94
H 2.56437 2.70197 2.38970 -0.0815 -0.2619 -0.4429 0.17
N -2.17922 0.10575 -9.11400 0.7122 -0.4842 -0.1667 -0.48
H -1.73778 -4.26942 -1.84216 0.3796 -0.4598 -0.2123 0.20
C -0.93442 -2.82703 0.33201 0.8568 -1.8170 0.1348 -0.21
H -3.90553 -2.57469 0.40670 -0.1177 -0.6966 -0.8592 0.16
H 0.29241 -4.62932 -0.17332 0.0684 0.1587 -0.1328 0.20
C -2.47854 -4.73572 0.07209 0.6915 -0.6733 0.3123 -0.23
H 2.73386 1.08690 6.78980 -0.2752 0.3597 -0.0564 0.22
H 1.24574 -3.11716 0.02902 -0.0895 -0.0439 -0.2787 0.21
H 1.61286 4.53938 3.11700 0.0176 0.3208 -0.3220 0.20
H 0.58463 -3.93228 1.41992 -0.0553 -0.1263 0.0327 0.21
H 5.14379 3.05089 1.76917 -0.1184 0.3318 0.5818 0.20
C 4.67654 2.09265 1.99623 -0.4710 0.2994 -1.0324 -0.61
H -3.51510 -3.39931 3.31312 -0.0450 0.4859 0.0623 0.21
H -0.75021 -1.93393 0.92912 -0.2828 -0.0191 -0.0252 0.20
H -3.19460 -3.57127 -1.75066 -0.9486 -0.1433 0.6286 0.21
H 1.71623 5.22143 4.69848 0.4738 -0.6339 0.5021 0.21
C -3.19666 -2.75513 1.21481 -1.1717 0.3061 0.3477 -0.23
H 2.36313 6.15490 3.48229 0.1045 -0.1241 -0.6758 0.21
H -5.05651 -2.94872 2.46245 0.2619 0.7952 0.1456 0.21
H -1.68230 -5.47494 0.15960 0.3249 -0.0124 -0.2851 0.19
H 4.22765 4.84681 2.89559 -0.2025 -1.2860 -0.8720 0.21
H 4.38343 4.97721 4.45444 -0.3203 -0.2080 0.9794 0.20
C 3.29994 1.27680 5.87790 0.6399 -0.5229 0.0841 -0.62
C 2.27566 5.10720 3.76998 0.8275 -0.4116 0.1870 -0.65
H 3.13070 1.19673 3.19347 -0.2373 0.0507 -0.2050 0.19
C -4.04452 -3.34103 2.36212 0.1275 -0.4889 0.0269 -0.62
C 3.09314 2.65191 5.30558 0.1171 0.9811 -0.4690 -0.21
H -3.96686 -1.55210 -6.94625 0.1634 0.1549 0.1436 0.22
H 5.45672 1.46583 2.42812 -0.3003 -0.1024 0.1177 0.21
C -2.52135 1.08936 -8.27967 -0.6087 1.4782 0.7945 -0.08
C 3.40719 2.19780 2.86255 1.6353 0.3482 0.9311 -0.23
H -1.15552 -2.55677 -0.70055 0.0794 0.3821 -0.1382 0.17
H -3.63823 1.03794 -6.36586 -0.1435 0.2580 -0.2731 0.22
C -2.60911 -1.07151 -8.61301 -1.3658 -0.6245 -0.4607 -0.09
H 2.01598 2.76469 5.18268 -0.3726 0.3491 -0.0074 0.16
C -3.29157 0.53669 -7.25748 0.5511 2.2386 0.4012 -0.31
C 0.12255 3.05606 -2.94137 -0.2235 0.7210 0.1288 -0.22
Cl -1.26533 3.80154 -3.83408 0.8646 -0.3539 0.1409 0.04
N -2.05777 -3.59988 0.91363 -0.4722 0.3638 -0.4559 -0.45
Cl -0.52008 2.23878 -1.54821 -0.3784 -0.4046 0.5497 0.07
C -3.39700 -0.80314 -7.47607 1.0114 -2.6371 -1.6594 -0.30
C 3.72861 4.43462 3.77260 -0.9558 0.8411 1.2069 -0.24
H 4.33491 1.07789 6.15604 0.1543 0.0322 -0.2719 0.21
H -1.62759 0.14929 -9.95892 -0.1361 0.3425 0.3112 0.41
H -2.50521 -1.86706 -9.33599 -0.1707 -0.6513 0.6950 0.20
H 2.97594 0.52378 5.15951 0.0957 -0.1179 0.0206 0.20
H -2.89665 -1.71095 1.30301 0.4289 -0.0518 1.0629 0.20
Cl 1.03002 1.91592 -3.89962 -0.0703 -0.0294 -0.4956 0.08
N 3.80861 2.96768 4.06370 -0.1932 0.6924 -1.0589 -0.44
C 0.38691 -3.69217 0.37525 -0.9813 0.7833 0.3947 -0.62
Cl 1.22885 4.32453 -2.35187 -0.1969 0.0501 -0.3196 0.04
H -4.30029 -4.38411 2.17592 0.3972 -0.2383 -0.4607 0.20
H 4.45101 1.77440 0.97841 -0.1516 -0.6517 -0.0001 0.20
H 3.47307 3.46612 5.92268 -0.3946 -0.2877 0.7898 0.20
C -2.71155 -4.48404 -1.40193 1.2157 0.5652 -0.9395 -0.65
H -3.28810 -5.34687 0.47111 -0.4412 0.8140 0.5328 0.20
H -2.24790 2.11158 -8.49577 -0.0037 -0.0697 0.2286 0.21
H -3.08915 -5.36624 -1.91886 -0.2225 0.1298 0.1008 0.22